(1)
Below is a 2-piece molecular cluster, C8H9IN2S overall, with properties calculated with ωB97M-V/def2-TZVPD.

```
21
Properties=species:S:1:pos:R:3:forces:R:3
C -0.45772 0.43164 -0.43356 -0.1 -1.0 0.1
C 0.89588 0.06638 -0.08194 1.7 2.3 -0.2
C 0.14249 2.36821 0.52286 0.9 -1.8 -0.7
C 4.23347 -2.01435 1.39580 3.5 2.4 -1.2
C -1.39679 -0.34108 -0.97999 0.3 -0.6 -1.0
C 1.45614 -1.08754 -0.12520 3.4 -2.7 1.8
C 3.81006 -1.14589 0.48184 -3.2 -1.2 0.0
C -2.75366 0.23520 -0.99743 -0.5 1.3 1.0
N -0.78258 1.67722 -0.01288 -0.9 2.6 1.4
N 0.07347 3.58508 1.12928 -1.1 0.1 -0.9
S 1.78631 1.61185 0.43185 -1.0 -0.9 -0.2
I 4.85702 0.08196 -0.76492 0.1 0.2 0.1
H 5.35749 -2.01444 1.71509 -1.9 0.2 -0.8
H 3.74096 -2.78415 1.85342 -1.9 -1.5 1.0
H -1.17767 -1.27328 -1.55279 -0.1 0.7 0.9
H 0.98064 -2.07672 0.01001 0.6 0.7 -0.6
H -2.91902 0.86959 -1.86542 -0.1 0.0 -0.2
H -2.89427 0.90468 -0.09630 0.1 -0.8 -1.1
H -3.50853 -0.50580 -0.94862 -0.8 -0.9 -0.2
H -0.76811 4.10051 0.79374 1.1 -0.3 0.5
H 0.97122 4.01596 0.98507 -0.1 0.9 0.3
```
Positions in Å, forces in eV/Å.

E_LUMO (alpha / beta): -0.016 / -0.016 hartree
HOMO level (alpha / beta): -7.85 / -7.85 eV
Charge: 0
Multiplicity: 1
Energy above the lowest of the compared OMol25 structures with the same formula, charge and spin: 1.312 eV

Want to see where the charge sits? The Löwdin charges in e are: -0.3906, -0.5204, -0.6702, -0.1492, -0.0853, 0.0573, -0.7400, -0.1180, 0.0675, 0.0860, 0.9107, 0.8269, 0.0898, 0.0082, 0.1270, 0.0815, 0.0792, 0.0889, 0.0518, 0.1284, 0.0704

=====

(2)
Below is a 2-piece molecular cluster, CClF4N overall, with properties calculated with ωB97M-V/def2-TZVPD.

```
7
Properties=species:S:1:pos:R:3:forces:R:3
C -1.30414 0.26734 0.83825 -0.7 -1.4 1.5
N 1.64468 -0.50249 -0.81897 0.6 -1.2 2.3
F -0.60453 -0.32736 1.84123 -1.1 1.0 -0.9
F -2.38566 0.96112 1.27999 1.8 -0.5 -0.4
F -0.49120 0.91176 0.06336 -0.4 1.0 0.1
F 1.83745 -1.83605 -1.18596 -0.3 1.2 -0.9
Cl 1.30339 0.52569 -2.01789 0.0 -0.1 -1.8
```
Positions in Å, forces in eV/Å.

E_LUMO (alpha / beta): -0.045 / -0.024 hartree
HOMO level (alpha / beta): -10.06 / -10.39 eV
Charge: 0
Multiplicity: 1
Energy above the lowest of the compared OMol25 structures with the same formula, charge and spin: 2.476 eV

Want to see where the charge sits? The Löwdin charges in e are: -0.3577, -0.4530, 0.0963, 0.1049, 0.0828, -0.1541, 0.6807

=====

(3)
Below is C17H20Cl3NO4RuS as an isolated structure, with properties calculated with ωB97M-V/def2-TZVPD.

```
47
Properties=species:S:1:pos:R:3:forces:R:3
C -0.66954 0.96086 -2.16338 1.0 -0.8 -0.7
C -0.92316 -0.43027 -2.57986 1.5 0.7 0.0
C 0.39674 -0.96805 -2.96155 -0.1 2.0 -0.5
C -2.18510 -0.87344 -3.22576 -0.4 -0.3 -0.4
C 1.35695 0.03305 -2.77062 -1.1 -0.5 -0.2
C 0.72598 1.18748 -2.22705 -0.6 -0.6 -0.7
C 1.39693 2.46731 -1.91501 0.3 0.4 0.2
C -1.66687 2.05305 -2.28155 -0.4 0.2 0.3
C 0.62306 -2.25946 -3.62577 0.2 -0.7 0.1
C 2.79754 -0.08572 -3.11938 0.3 -0.1 0.2
Ru -0.90101 -0.74014 -0.48361 1.7 5.6 2.1
Cl -1.44758 -2.74604 -0.61172 -1.6 -5.3 -0.4
Cl -2.55235 0.77088 0.24920 -1.4 0.5 -0.5
Cl 1.37828 -1.17279 0.00130 1.2 -0.5 -0.6
H -2.94067 -0.08033 -3.20834 0.0 -0.2 0.0
H -2.57750 -1.75783 -2.71516 -0.2 0.1 -0.2
H -1.98066 -1.14537 -4.27129 -0.2 0.1 0.0
H -0.09961 -3.00193 -3.27300 0.1 0.0 0.0
H 1.63463 -2.62903 -3.40907 -0.2 -0.1 0.0
H 0.53190 -2.18488 -4.72165 0.0 0.0 0.1
H 3.21317 -1.03787 -2.76457 0.0 0.2 0.0
H 3.37505 0.73166 -2.67252 0.0 -0.2 0.0
H 2.94825 -0.04230 -4.20812 0.0 0.0 0.1
H 2.24420 2.33221 -1.22388 -0.2 0.0 -0.1
H 0.69240 3.16127 -1.44358 0.2 0.0 0.0
H 1.77339 2.94831 -2.82973 0.0 0.0 0.1
H -2.63778 1.73231 -1.90142 0.1 0.2 -0.2
H -1.78087 2.39445 -3.32123 0.2 -0.1 0.0
H -1.35457 2.90360 -1.67004 -0.2 0.1 -0.1
O 0.88964 2.21078 1.17715 -1.4 -1.9 0.9
H -0.01169 2.46518 0.90410 0.3 0.1 -0.2
O -2.30326 -1.55617 2.10641 1.3 0.3 0.7
C -1.30538 -0.92087 2.46407 -0.1 0.5 -0.3
N -0.51822 -0.14644 1.62833 0.3 1.0 1.6
S 0.49443 1.11917 2.46425 -1.5 -1.0 -2.7
O 1.88628 0.75639 2.72682 0.5 0.6 -0.2
O -0.43591 2.03555 3.13480 0.4 0.7 0.3
C 0.21558 0.03501 4.01615 0.7 -0.7 1.6
C 0.95194 0.23535 5.17904 -0.4 -0.5 0.3
C 0.62941 -0.57158 6.27256 -0.3 0.1 -0.5
C -0.40011 -1.52735 6.15696 0.1 0.1 0.0
C -1.09654 -1.70787 4.95886 0.3 0.5 -0.1
C -0.75875 -0.90501 3.85170 -0.3 -0.4 0.8
H 1.74977 0.97495 5.21352 -0.2 -0.2 0.0
H 1.18330 -0.44679 7.20358 -0.2 -0.1 -0.1
H -0.64948 -2.13011 7.02794 0.0 0.0 -0.2
H -1.89220 -2.44118 4.86210 0.1 0.0 0.0
```
Positions in Å, forces in eV/Å.

E_LUMO (alpha / beta): 0.181 / 0.129 hartree
HOMO level (alpha / beta): 0.04 / -1.09 eV
Charge: -2
Multiplicity: 5

Want to see where the charge sits? The Löwdin charges in e are: -0.3699, -0.4870, -0.3158, -0.1060, -0.3167, -0.2689, -0.0740, -0.1599, -0.0792, -0.0773, 0.6433, -0.0048, 0.1106, 0.0201, 0.0661, 0.0153, 0.0710, 0.0545, 0.0683, 0.0716, 0.0624, 0.0632, 0.0680, 0.0772, 0.0564, 0.0732, -0.0187, 0.0783, 0.0554, -0.2375, 0.0312, -0.0806, -0.5882, -0.3057, 0.5919, -0.2899, -0.2967, -0.1647, -0.0608, -0.1028, -0.1161, -0.0138, -0.1264, 0.1087, 0.0857, 0.0803, 0.1085

=====

(4)
Below is a 11-piece molecular cluster, H22O11 overall, with properties calculated with ωB97M-V/def2-TZVPD.

```
33
Properties=species:S:1:pos:R:3:forces:R:3
O -1.65562 1.30880 2.62126 -0.1 0.0 -0.3
H -1.17637 1.24573 3.44745 0.2 0.1 0.2
H -2.06858 2.17190 2.64865 -0.2 0.2 -0.1
O 3.21009 -0.50442 -1.62612 0.1 0.2 0.2
H 3.75150 -0.55821 -2.41366 0.2 0.1 -0.4
H 3.62127 -1.11104 -1.01033 0.1 -0.2 0.4
O 0.79632 2.88351 -0.90386 0.4 0.9 -0.4
H 0.48265 2.00865 -0.67481 -0.5 -0.5 0.3
H 0.51118 3.43840 -0.17789 -0.2 0.2 0.0
O 0.80743 -1.28818 -2.36718 -0.8 -0.1 0.0
H 0.63252 -0.70744 -3.10771 -0.3 0.3 -0.3
H 1.65301 -0.99554 -2.02720 0.9 0.0 0.0
O 2.07201 2.25941 1.86026 0.2 0.1 0.5
H 1.78121 3.05726 1.41854 0.1 0.1 -0.1
H 1.72028 1.54744 1.32584 -0.3 -0.3 -0.2
O 1.51242 1.61185 -3.24939 0.1 -0.6 -0.6
H 1.86834 1.31142 -2.41316 0.2 0.2 0.3
H 1.10683 2.45527 -3.04845 -0.1 0.3 0.3
O -4.11160 0.28097 0.77735 -0.5 0.4 0.0
H -3.25480 0.52439 1.12788 0.2 -0.1 0.2
H -3.94694 -0.51557 0.27272 0.2 -0.2 -0.1
O -1.14261 -1.33068 3.48613 0.2 -0.4 0.1
H -0.92846 -0.78831 4.24521 0.1 -0.1 0.3
H -1.44101 -0.70826 2.82297 -0.3 0.1 -0.3
O -2.53311 -2.03675 0.48069 0.0 0.3 -0.1
H -3.07963 -2.65858 0.96117 -0.1 -0.1 0.3
H -1.90005 -2.58337 0.01522 0.4 -0.3 -0.3
O 0.18741 0.49791 0.11638 0.4 0.1 0.2
H -0.50180 -0.09635 0.41314 -0.4 -0.1 0.2
H 0.73203 -0.03602 -0.46203 0.0 -0.4 -0.3
O 0.37628 -3.60711 -1.13572 -0.2 -0.6 0.7
H 0.41249 -4.28796 -1.80757 0.0 -0.2 -0.1
H 0.50530 -2.78911 -1.61580 0.0 0.5 -0.5
```
Positions in Å, forces in eV/Å.

E_LUMO: 0.001 hartree
HOMO level: -10.81 eV
Charge: 0
SMILES: O.O.O.O.O.O.O.O.O.O.O
Multiplicity: 1
Energy above the lowest of the compared OMol25 structures with the same formula, charge and spin: 1.364 eV

Want to see where the charge sits? The Löwdin charges in e are: -0.0359, 0.0452, 0.0609, -0.0096, 0.0800, 0.0795, -0.0537, -0.0192, 0.0390, -0.0518, 0.0590, -0.0293, -0.0515, 0.0103, -0.0072, -0.0496, -0.0091, 0.0255, -0.0598, -0.0160, -0.0022, -0.0477, 0.0242, -0.0181, -0.0362, 0.0582, 0.0322, -0.0229, 0.0519, 0.0293, -0.0635, 0.0316, -0.0438